Molecular formula: C5H8O2
Method: DFT, the ωB97M-V functional and the def2-TZVPD basis

Each line ends with the natural charge from an NBO analysis.
Atoms and positions in Å:
C1 -1.47 -1.98 0.67  -0.547
C2 -0.35 -1.27 0.54  0.345
O1 0.86 -1.78 0.94  -0.661
C3 -0.35 0.13 -0.04  -0.572
C4 0.97 0.85 -0.34  0.594
C5 0.83 2.25 -0.88  -0.718
O2 2.09 0.38 -0.18  -0.518
H1 -2.43 -1.57 0.36  0.206
H2 -1.48 -2.98 1.10  0.198
H3 0.75 -2.70 1.24  0.480
H4 -0.91 0.78 0.65  0.248
H5 -0.90 0.10 -1.00  0.250
H6 1.24 2.96 -0.16  0.244
H7 -0.22 2.50 -1.06  0.208
H8 1.37 2.33 -1.83  0.244

Summary:
SMILES = C=C(O)CC(C)=O
Multiplicity = 1
Relative energy (zero: lowest compared OMol25 entry of this formula, charge and spin) = 27.9 kcal per mole
E = -345.76048 Eh
LUMO = 0.81 eV

Molecular formula: C26H48Cl2N2OS
Method: DFT, the ωB97M-V functional and the def2-TZVPD basis

Each line ends with the Mulliken charge.
Atoms and positions in Å:
C1 1.36 -2.29 3.89  -1.086
C2 2.24 -3.52 3.64  -0.463
C3 3.48 -3.26 2.76  -1.019
C4 3.26 -2.41 1.51  0.133
C5 2.76 -3.28 0.34  -1.002
C6 2.10 -2.48 -0.82  0.720
C7 3.13 -2.23 -1.93  -0.696
C8 2.63 -1.66 -3.27  -1.234
C9 1.58 -0.52 -3.31  -0.143
C10 2.17 0.92 -3.33  -0.814
C11 3.40 1.14 -2.45  0.027
C12 3.64 2.63 -2.15  -1.520
C13 2.77 3.28 -1.04  -0.589
C14 2.46 2.43 0.18  0.498
C15 1.69 3.20 1.26  -1.594
C16 0.18 3.39 1.04  2.798
N1 -0.17 4.57 1.94  -0.765
C17 -0.18 4.38 3.13  0.412
S1 0.16 4.15 4.65  -0.357
C18 -0.77 2.23 1.27  -1.230
C19 -0.78 1.52 -0.09  1.446
C20 -2.00 0.65 -0.39  -1.243
C21 -3.30 1.44 -0.66  -0.926
C22 -4.37 1.20 0.43  -0.400
C23 -5.76 0.81 -0.14  -0.684
N2 -0.52 2.58 -1.08  -0.004
C24 -0.30 3.80 -0.36  -0.886
O1 -0.52 4.91 -0.74  -0.538
H1 1.13 -2.24 4.96  0.386
H2 1.85 -1.37 3.62  0.291
H3 0.41 -2.41 3.37  0.230
H4 1.64 -4.34 3.25  0.332
H5 2.60 -3.86 4.61  0.365
H6 4.24 -2.81 3.41  0.395
H7 3.86 -4.24 2.45  0.303
H8 4.24 -2.03 1.21  0.319
H9 2.62 -1.54 1.67  -0.033
H10 3.63 -3.78 -0.08  0.337
H11 2.03 -4.01 0.70  0.337
H12 1.81 -1.51 -0.43  -0.781
H13 1.20 -2.96 -1.19  0.516
H14 3.96 -1.66 -1.51  0.346
H15 3.55 -3.21 -2.17  0.480
H16 3.50 -1.33 -3.83  0.289
H17 2.20 -2.48 -3.83  0.465
H18 1.04 -0.64 -4.25  0.382
H19 0.83 -0.57 -2.53  -0.203
H20 1.37 1.62 -3.08  0.415
H21 2.44 1.13 -4.36  0.391
H22 3.38 0.51 -1.57  -0.060
H23 4.27 0.81 -3.02  0.507
H24 3.38 3.16 -3.07  0.353
H25 4.70 2.83 -1.99  0.419
H26 3.34 4.14 -0.69  0.514
H27 1.88 3.68 -1.52  0.252
H28 1.98 1.50 -0.10  -0.702
H29 3.42 2.13 0.62  0.640
H30 1.82 2.65 2.19  0.481
H31 2.16 4.17 1.42  0.445
H32 -1.74 2.74 1.36  0.350
H33 -0.64 1.61 2.14  0.622
H34 0.03 0.78 0.00  -0.814
H35 -1.74 0.07 -1.28  0.277
H36 -2.09 -0.06 0.43  0.574
H37 -3.66 1.13 -1.63  0.509
H38 -3.05 2.50 -0.74  0.359
H39 -4.07 0.40 1.11  0.296
H40 -4.43 2.10 1.04  0.317
H41 -6.50 1.52 0.23  0.313
H42 -6.02 -0.18 0.22  -0.166
H43 -5.75 0.80 -1.22  0.368
H44 0.31 2.31 -1.59  -0.262
Cl1 -6.37 -2.90 -1.46  -0.168
C25 -7.53 -3.64 -0.33  -0.418
C26 -8.06 -2.64 0.67  -0.519
Cl2 -6.80 -2.11 1.82  -0.192
H45 -7.04 -4.47 0.16  0.309
H46 -8.35 -4.03 -0.93  0.294
H47 -8.85 -3.10 1.26  0.356
H48 -8.46 -1.76 0.18  0.340

Summary:
SMILES = CCCCCCCCCCCCCCC[C@]1(N=C=S)C[C@@H](CCCC)NC1=O.ClCCCl
Multiplicity = 1
E = -2522.76213 Eh
LUMO = 0.50 eV

Molecular formula: C20H21HgN10O3S2
Method: DFT, the ωB97M-V functional and the def2-TZVPD basis

Each line ends with the natural charge from an NBO analysis.
Atoms and positions in Å:
Hg1 -2.08 -0.44 -0.85  1.473
N1 0.40 -2.17 -3.72  -0.820
C1 -0.39 -2.16 -2.60  0.307
S1 -2.11 -1.89 -2.88  -0.465
N2 0.20 -2.38 -1.46  -0.450
N3 -0.60 -2.15 -0.37  -0.370
C2 -0.32 -2.71 0.74  0.099
C3 -1.08 -2.56 1.98  -0.228
C4 -0.49 -3.10 3.13  -0.149
C5 -1.10 -3.08 4.37  -0.332
C6 -2.37 -2.50 4.48  -0.214
C7 -2.98 -1.96 3.38  -0.291
C8 -2.39 -1.95 2.08  0.400
O1 -3.04 -1.44 1.09  -0.839
H1 0.04 -1.53 -4.42  0.406
H2 1.37 -2.01 -3.50  0.391
H3 0.54 -3.38 0.76  0.170
H4 0.49 -3.55 3.02  0.196
H5 -0.60 -3.51 5.24  0.194
H6 -2.87 -2.49 5.44  0.188
H7 -3.97 -1.51 3.45  0.190
N4 -3.26 1.23 0.27  -0.721
N5 -3.85 2.24 -0.51  -0.475
C9 -3.12 2.56 -1.70  0.474
N6 -3.40 3.83 -2.19  -0.870
N7 -2.29 1.68 -2.15  -0.452
N8 -1.67 1.83 -3.34  0.462
O2 -0.77 0.98 -3.64  -0.532
O3 -2.03 2.80 -4.15  -0.674
H8 -3.94 0.77 0.86  0.399
H9 -2.46 1.57 0.81  0.395
H10 -3.99 3.09 0.02  0.344
H11 -4.39 4.04 -2.17  0.352
H12 -2.99 3.85 -3.13  0.440
S2 -0.28 0.66 4.32  0.401
C10 1.03 0.40 3.25  -0.459
C11 0.62 0.54 1.97  -0.043
N9 -0.72 0.87 1.82  -0.476
C12 -1.29 0.96 2.98  -0.153
H13 2.01 0.14 3.61  0.242
H14 1.24 0.47 1.08  0.271
H15 -2.35 1.17 3.12  0.209
C13 1.50 1.39 -1.15  -0.573
C14 2.82 1.12 -1.27  -0.053
C15 3.86 2.15 -1.27  -0.257
C16 5.18 1.86 -1.37  -0.167
C17 5.65 0.52 -1.50  -0.410
C18 4.67 -0.51 -1.50  -0.138
C19 3.34 -0.24 -1.40  -0.324
C20 7.04 0.23 -1.60  0.329
N10 8.17 -0.01 -1.68  -0.518
H16 0.75 0.61 -1.20  0.175
H17 1.14 2.41 -1.04  0.180
H18 3.54 3.18 -1.18  0.179
H19 5.91 2.66 -1.37  0.188
H20 5.01 -1.54 -1.59  0.191
H21 2.62 -1.06 -1.38  0.209

Summary:
Total charge = -2
Multiplicity = 2
Relative energy (zero: lowest compared OMol25 entry of this formula, charge and spin) = 15.2 kcal per mole
E = -2497.66163 Eh
LUMO (spin up / spin down) = 3.76 / 3.75 eV